[1]
This record from the OMol25 dataset describes C4H9N in the gas phase in a non-equilibrium geometry. The level of theory is ωB97M-V with the def2-TZVPD basis set.

Energy relative to the best compared isomer or geometry (same formula, charge and spin), kJ/mol: 328.58
Highest occupied orbital energy, Eh: -0.2530
Total charge: 0
Molar mass, g mol⁻¹: 71.1
Structure (SMILES): C=CNCC
LUMO level, eV: 0.70
Gap between HOMO and LUMO, eV: 7.59

Element x y z (Å)
1 C 0.8693 2.3439 0.4523
2 C 0.5471 1.0297 0.6888
3 N -0.0229 0.1844 -0.2366
4 C -0.1831 -1.1835 0.1963
5 C -0.9013 -1.9850 -0.8977
6 H 1.8767 2.6652 0.7081
7 H 0.1968 3.1633 0.2384
8 H 0.2550 0.6036 1.6539
9 H -0.5307 0.6374 -0.9847
10 H 0.6728 -1.7538 0.5473
11 H -0.9010 -1.2473 1.0286
12 H -1.9856 -1.8645 -0.9234
13 H -0.4308 -1.9675 -1.8772
14 H -0.8919 -3.0253 -0.5470

---

[2]
This record from the OMol25 dataset describes C4H9N in the gas phase in a non-equilibrium geometry. The level of theory is ωB97M-V with the def2-TZVPD basis set.

Energy relative to the best compared isomer or geometry (same formula, charge and spin), kJ/mol: 157.82
Highest occupied orbital energy, Eh: -0.3244
Total charge: 0
Molar mass, g mol⁻¹: 71.1
Structure (SMILES): C/C=C/CN
LUMO level, eV: 1.33
Gap between HOMO and LUMO, eV: 10.16

Element x y z (Å)
1 N -0.5435 0.2901 -2.0166
2 C -1.2642 -0.3302 -0.8783
3 C 1.4473 0.4869 1.6105
4 C 0.0357 0.2482 1.1230
5 C -0.2264 -0.6979 0.1788
6 H -1.1805 0.3879 -2.7914
7 H 0.3254 -0.2069 -2.1231
8 H -1.8118 -1.1917 -1.3057
9 H -2.0003 0.3193 -0.3933
10 H 1.7800 1.4639 1.2644
11 H 1.5695 0.1966 2.6500
12 H 2.0571 -0.2316 1.0698
13 H -0.8077 0.5893 1.7255
14 H 0.6193 -1.3242 -0.1138

---

[3]
This record from the OMol25 dataset describes a molecular structure, C4H9N in a non-equilibrium geometry. The level of theory is ωB97M-V with the def2-TZVPD basis set.

Energy relative to the best compared isomer or geometry (same formula, charge and spin), kJ/mol: 737.61
Highest occupied orbital energy, Eh: -0.2272
Total charge: 0
Molar mass, g mol⁻¹: 71.1
LUMO level, eV: -0.86
Gap between HOMO and LUMO, eV: 5.32

Element x y z (Å)
1 N 0.4047 -0.2991 0.4931
2 C -0.8175 0.1646 -0.3023
3 C -0.2902 0.0727 -1.7759
4 C 1.1685 -0.1692 -1.7698
5 C 1.6929 -0.1704 -0.1716
6 H -2.4451 -0.1378 5.5902
7 H -1.7294 -0.3500 0.0527
8 H -0.9228 1.2549 -0.0699
9 H -2.8331 0.2347 5.0440
10 H -0.9716 0.4682 -2.5711
11 H 0.3467 -1.0479 -1.9067
12 H 1.7410 0.2701 -2.5576
13 H 2.3687 -1.0495 -0.1202
14 H 2.2871 0.7588 0.0651

---

[4]
This record from the OMol25 dataset describes 2 unconnected molecules or ions with the total composition C4H9N in a non-equilibrium geometry. The level of theory is ωB97M-V with the def2-TZVPD basis set.

Energy relative to the best compared isomer or geometry (same formula, charge and spin), kJ/mol: 376.03
Highest occupied orbital energy, Eh: -0.3264
Total charge: 0
Molar mass, g mol⁻¹: 71.1
Structure (SMILES): C=CC.C=N
LUMO level, eV: 0.48
Gap between HOMO and LUMO, eV: 9.37

Element x y z (Å)
1 C 0.3499 4.4896 0.3578
2 N 0.5938 3.8555 1.4292
3 H 0.3005 5.5683 0.1772
4 H 0.3810 3.9075 -0.5860
5 H 1.4856 3.3702 1.3569
6 C -1.4991 -2.5275 -0.1874
7 C -0.0483 -2.6583 -0.6025
8 C 0.9570 -2.0434 0.0195
9 H -1.6975 -1.5208 0.1761
10 H -1.7833 -3.3853 0.4129
11 H -2.0636 -2.5906 -1.1248
12 H 0.1146 -3.1179 -1.5728
13 H 1.9767 -2.3347 -0.2167
14 H 0.9328 -1.0125 0.3608

---

[5]
This record from the OMol25 dataset describes C4H9N in the gas phase in a non-equilibrium geometry. The level of theory is ωB97M-V with the def2-TZVPD basis set.

Energy relative to the best compared isomer or geometry (same formula, charge and spin), kJ/mol: 90.01
Highest occupied orbital energy, Eh: -0.2770
Total charge: 0
Molar mass, g mol⁻¹: 71.1
Structure (SMILES): CC(C)=CN
LUMO level, eV: 1.07
Gap between HOMO and LUMO, eV: 8.60

Element x y z (Å)
1 C 1.2046 -0.8649 -0.6245
2 C 0.3279 0.2510 -0.1320
3 C -0.8701 0.1404 0.4605
4 N -1.3300 -0.9422 1.2222
5 C 0.5664 1.6115 -0.7772
6 H 1.8344 -0.5402 -1.4498
7 H 0.6312 -1.6924 -1.0532
8 H 1.8189 -1.2848 0.1728
9 H -1.6765 0.8071 0.1860
10 H -0.8754 -1.8086 1.0032
11 H -2.1700 -0.8074 1.6999
12 H 0.9474 1.4237 -1.7903
13 H 1.3360 2.2198 -0.3029
14 H -0.3537 2.1561 -0.9321

---

[6]
This record from the OMol25 dataset describes a gas-phase ion, C4H9N2 (charge +1) in a non-equilibrium geometry. The level of theory is ωB97M-V with the def2-TZVPD basis set.

Energy relative to the best compared isomer or geometry (same formula, charge and spin), kJ/mol: 311.15
Highest occupied orbital energy, Eh: -0.5165
Total charge: +1
Molar mass, g mol⁻¹: 85.1
Structure (SMILES): C[N@+]12C[C@@]1(N)C2
LUMO level, eV: -3.88
Gap between HOMO and LUMO, eV: 10.18

Element x y z (Å)
1 C -0.5466 -1.1094 -0.3745
2 C -0.9192 1.0071 -0.5385
3 C -0.9137 0.0359 0.5280
4 C 1.5179 0.1012 -0.7130
5 N -0.5304 0.0747 1.7920
6 N 0.0994 0.0305 -0.9942
7 H 0.2292 -1.7366 0.1152
8 H -1.1967 -1.4623 -1.0537
9 H -1.8015 1.0301 -1.2331
10 H -0.4391 1.9449 -0.2760
11 H 1.8419 -0.3457 0.3405
12 H 1.8293 -0.6870 -1.4686
13 H 2.0257 1.0265 -0.8196
14 H -0.6474 0.9086 2.3585
15 H -0.5488 -0.8184 2.3370

---

[7]
This record from the OMol25 dataset describes a gas-phase ion, C4H9N2 (charge +1) in a non-equilibrium geometry. The level of theory is ωB97M-V with the def2-TZVPD basis set.

Energy relative to the best compared isomer or geometry (same formula, charge and spin), kJ/mol: 506.31
Highest occupied orbital energy (alpha / beta), Eh: -0.4621 / -0.4655
Total charge: +1
Molar mass, g mol⁻¹: 85.1
LUMO level (alpha / beta), eV: -4.86 / -4.66
Gap between HOMO and LUMO (alpha / beta), eV: 7.71 / 8.01

Element x y z (Å)
1 C -0.3506 1.6627 0.0334
2 C -1.9042 -0.6846 0.4820
3 C -0.5549 0.2919 0.1380
4 C 1.7257 -0.5665 -0.3226
5 N -1.3416 -0.5483 -0.7329
6 N 0.6081 -0.4994 0.6445
7 H -1.0839 2.2943 -0.4258
8 H 0.4921 2.1290 0.5032
9 H -2.9720 -0.5158 0.6099
10 H 2.5084 -1.2185 0.0559
11 H 1.3624 -0.9542 -1.2719
12 H 2.1337 0.4290 -0.4831
13 H -1.8014 -0.2755 -1.6004
14 H 0.9405 -0.1030 1.5298
15 H 0.2377 -1.4411 0.8399

---

[8]
This record from the OMol25 dataset describes 2 unconnected molecules or ions with the total composition C4H9N2 in a non-equilibrium geometry. The level of theory is ωB97M-V with the def2-TZVPD basis set.

Energy relative to the best compared isomer or geometry (same formula, charge and spin), kJ/mol: 502.97
Highest occupied orbital energy, Eh: -0.5645
Total charge: +1
Molar mass, g mol⁻¹: 85.1
LUMO level, eV: -4.85
Gap between HOMO and LUMO, eV: 10.51

Element x y z (Å)
1 C 0.1773 -1.1594 -0.6924
2 C -2.0367 -0.9281 1.8117
3 C 1.9096 0.2028 -1.4605
4 C 0.0637 1.2038 -0.1501
5 N -1.3467 -1.3141 0.8310
6 N 0.6402 0.0236 -0.7436
7 H -2.7758 -1.4253 2.4662
8 H -1.8811 0.1499 2.0640
9 H 2.3892 -0.7269 -1.5851
10 H 1.7637 0.7118 -2.4142
11 H 2.6136 0.7636 -0.8725
12 H -0.1124 1.1850 0.8945
13 H 0.8819 1.9234 -0.2739
14 H -0.7224 1.6954 -0.6540
15 H -1.5641 -2.3053 0.7789

---

[9]
This record from the OMol25 dataset describes 2 unconnected molecules or ions with the total composition C4H9N2 in a non-equilibrium geometry. The level of theory is ωB97M-V with the def2-TZVPD basis set.

Energy relative to the best compared isomer or geometry (same formula, charge and spin), kJ/mol: 712.47
Highest occupied orbital energy (alpha / beta), Eh: -0.4550 / -0.5272
Total charge: +1
Molar mass, g mol⁻¹: 85.1
LUMO level (alpha / beta), eV: -7.28 / -5.13
Gap between HOMO and LUMO (alpha / beta), eV: 5.10 / 9.22

Element x y z (Å)
1 C 1.0378 -2.8396 -0.0374
2 C 0.1467 -0.7036 -0.6455
3 C -0.9208 0.1412 -0.1728
4 C 0.5113 3.4965 0.2699
5 N 0.0914 -2.0819 -0.1978
6 N -1.8879 -0.2402 0.6382
7 H 0.8460 -3.8071 0.3487
8 H 2.1607 -2.6544 -0.3301
9 H -0.1680 -0.6335 -1.7454
10 H 1.0383 -0.1480 -0.5801
11 H 1.2080 3.2220 1.0785
12 H 0.3459 4.4842 -0.0545
13 H 0.3379 2.6422 -0.5161
14 H -2.2123 -1.2479 0.8225
15 H -2.5349 0.3700 1.1220

---

[10]
This record from the OMol25 dataset describes a molecular structure, C4H9N2 in a non-equilibrium geometry. The level of theory is ωB97M-V with the def2-TZVPD basis set.

Energy relative to the best compared isomer or geometry (same formula, charge and spin), kJ/mol: 505.53
Highest occupied orbital energy (alpha / beta), Eh: -0.4536 / -0.4473
Total charge: +1
Molar mass, g mol⁻¹: 85.1
LUMO level (alpha / beta), eV: -4.28 / -3.71
Gap between HOMO and LUMO (alpha / beta), eV: 8.06 / 8.46

Element x y z (Å)
1 C -1.3361 0.0353 -0.0030
2 C -0.4028 -1.1534 -0.0398
3 C 0.4437 -0.2305 -0.9307
4 C 2.6209 0.3390 0.4795
5 N -0.4817 0.7483 -0.7422
6 N -2.5317 0.3948 0.4880
7 H -0.1837 -1.5661 0.9314
8 H -0.8505 -1.8859 -0.7017
9 H 1.1896 -0.2803 -1.6516
10 H 2.7689 -0.6751 0.9360
11 H 2.3179 0.9632 1.3126
12 H 2.9141 0.5148 -0.5545
13 H -0.6037 1.7288 -1.1372
14 H -3.1428 -0.2331 0.9331
15 H -2.7221 1.3003 0.6801

---

Number 1: total energy -5780.406 eV. Number 2: total energy -5782.176 eV. Number 3: total energy -5776.167 eV. Number 4: total energy -5779.915 eV. Number 5: total energy -5782.879 eV. Number 6: total energy -7264.917 eV. Number 7: total energy -7262.894 eV. Number 8: total energy -7262.929 eV. Number 9: total energy -7260.757 eV. Number 10: total energy -7262.902 eV.